ORCA calculation (ωB97M-V/def2-TZVPD) on a 10-piece molecular cluster, C39H94N10O7 overall in a non-equilibrium geometry.

Structure (XYZ):
```
150
Properties=species:S:1:pos:R:3:mulliken_charge:R:1
C 2.737 -6.592 -6.966 -1.376
C 2.139 -5.522 -7.892 -0.374
N 1.636 -4.348 -7.113 -0.118
C 1.118 -3.353 -8.084 -0.301
C -0.054 -3.747 -8.973 -1.505
C 2.662 -3.774 -6.248 -0.180
C 2.268 -2.655 -5.323 -1.390
H 3.707 -6.315 -6.553 0.328
H 2.837 -7.517 -7.532 0.387
H 2.107 -6.763 -6.093 0.370
H 2.881 -5.075 -8.555 0.380
H 1.286 -5.943 -8.424 0.378
H 0.692 -2.505 -7.548 0.264
H 1.906 -2.830 -8.626 0.443
H 0.105 -4.282 -9.910 0.323
H -0.712 -4.413 -8.415 0.394
H -0.661 -2.869 -9.194 0.379
H 3.454 -3.351 -6.867 0.311
H 3.095 -4.574 -5.647 0.236
H 1.782 -1.883 -5.921 0.356
H 3.135 -2.201 -4.842 0.390
H 1.479 -2.895 -4.611 0.307
C -3.181 4.830 2.714 -1.248
C -2.856 5.255 1.239 -0.463
N -3.116 4.209 0.273 0.204
C -2.524 4.659 -1.036 -0.460
C -0.998 4.908 -1.065 -1.384
C -4.525 3.933 0.141 -0.460
C -4.923 2.900 -0.890 -1.389
H -2.601 3.985 3.083 0.246
H -4.248 4.651 2.845 0.362
H -3.088 5.646 3.431 0.417
H -3.317 6.216 1.013 0.313
H -1.773 5.374 1.204 0.311
H -2.722 3.881 -1.774 0.360
H -3.091 5.506 -1.420 0.402
H -0.583 4.864 -2.071 0.391
H -0.696 5.866 -0.641 0.353
H -0.488 4.145 -0.476 0.282
H -4.961 4.884 -0.165 0.407
H -5.045 3.728 1.077 0.312
H -4.734 3.156 -1.932 0.346
H -5.995 2.740 -0.775 0.421
H -4.392 1.991 -0.607 0.286
C -4.906 0.942 -9.747 -1.511
C -3.982 2.120 -10.133 -0.210
N -3.442 2.711 -8.916 -0.028
C -2.627 3.876 -9.405 -0.350
C -3.590 4.994 -9.742 -1.252
C -2.646 1.721 -8.123 -0.331
C -2.167 2.395 -6.821 -1.420
H -5.692 1.137 -9.017 0.346
H -4.423 -0.005 -9.505 0.348
H -5.439 0.726 -10.673 0.456
H -3.191 1.646 -10.714 0.288
H -4.610 2.778 -10.735 0.298
H -2.039 4.251 -8.567 0.299
H -1.938 3.665 -10.223 0.301
H -4.117 4.646 -10.630 0.276
H -4.316 5.152 -8.945 0.312
H -2.993 5.883 -9.944 0.432
H -1.772 1.343 -8.654 0.278
H -3.335 0.948 -7.780 0.358
H -1.350 3.114 -6.882 0.357
H -1.809 1.635 -6.127 0.392
H -3.074 2.816 -6.388 0.364
C 8.413 -0.804 5.009 -0.940
N 7.376 0.216 4.951 0.096
C 7.378 1.146 3.755 -0.939
C 6.606 0.570 6.017 0.258
O 6.599 -0.072 7.065 -0.623
H 9.409 -0.503 4.685 0.321
H 8.113 -1.614 4.344 0.300
H 8.583 -1.214 6.004 0.328
H 8.291 1.733 3.854 0.397
H 7.453 0.669 2.777 0.306
H 6.586 1.894 3.735 0.276
H 6.098 1.511 5.756 0.222
C -4.383 -2.701 6.032 -0.888
N -4.210 -1.998 4.751 0.116
C -4.822 -0.664 4.644 -0.913
C -3.561 -2.581 3.740 0.243
O -3.544 -2.147 2.602 -0.637
H -5.432 -2.742 6.325 0.314
H -3.889 -2.174 6.848 0.308
H -4.039 -3.731 5.942 0.286
H -4.706 -0.143 3.694 0.313
H -5.872 -0.814 4.896 0.317
H -4.454 0.007 5.420 0.292
H -3.191 -3.560 4.082 0.249
C 0.313 -0.051 -0.186 -1.041
N 1.271 -0.052 0.912 0.163
C 2.426 -0.960 0.802 -0.909
C 1.027 0.877 1.895 0.171
O 1.752 0.968 2.857 -0.653
H 0.670 0.553 -1.020 0.317
H -0.678 0.327 0.066 0.392
H 0.083 -1.081 -0.459 0.290
H 3.139 -0.724 1.593 0.309
H 2.081 -1.990 0.890 0.301
H 2.906 -0.762 -0.156 0.327
H 0.218 1.592 1.676 0.318
C 1.503 5.439 6.365 -1.111
N 1.610 6.598 5.495 0.116
C 1.042 7.804 5.950 -0.862
C 2.343 6.457 4.390 0.211
O 2.635 7.353 3.632 -0.604
H 1.916 5.705 7.338 0.350
H 2.199 4.616 6.206 0.350
H 0.447 5.232 6.539 0.370
H 1.476 8.710 5.525 0.324
H -0.027 7.908 5.766 0.283
H 1.112 7.804 7.037 0.286
H 2.635 5.406 4.239 0.290
C -1.509 2.420 9.541 -0.854
N -1.154 1.057 9.304 0.133
C -0.292 0.795 8.143 -0.977
C -1.468 0.062 10.190 0.136
O -1.189 -1.114 10.041 -0.565
H -2.050 2.768 8.662 0.304
H -0.716 3.125 9.793 0.300
H -2.177 2.476 10.401 0.295
H -0.575 1.469 7.335 0.335
H 0.733 0.979 8.466 0.311
H -0.343 -0.235 7.789 0.296
H -1.883 0.481 11.120 0.286
C 3.730 -3.936 5.140 -0.931
N 2.538 -4.830 5.027 0.150
C 1.312 -4.312 5.646 -0.865
C 2.651 -6.103 4.584 0.176
O 3.710 -6.599 4.183 -0.616
H 4.640 -4.287 4.654 0.299
H 3.923 -3.608 6.162 0.315
H 3.472 -3.053 4.556 0.283
H 0.981 -3.436 5.087 0.275
H 0.470 -5.003 5.646 0.307
H 1.541 -4.051 6.679 0.317
H 1.719 -6.642 4.813 0.291
C 2.414 -6.300 -1.197 -0.936
N 1.015 -6.736 -1.224 0.179
C -0.099 -5.732 -1.290 -0.877
C 0.815 -8.061 -1.084 0.134
O -0.275 -8.631 -1.193 -0.606
H 2.610 -5.715 -0.298 0.315
H 2.624 -5.673 -2.063 0.236
H 3.193 -7.047 -1.351 0.348
H -0.039 -4.903 -1.996 0.237
H -1.047 -6.268 -1.340 0.317
H -0.208 -5.154 -0.373 0.337
H 1.754 -8.628 -0.995 0.316
```

Its HOMO energy is -8.57 eV. The structure (SMILES) is CCN(CC)CC.CCN(CC)CC.CCN(CC)CC.CN(C)C=O.CN(C)C=O.CN(C)C=O.CN(C)C=O.CN(C)C=O.CN(C)C=O.CN(C)C=O. The calculation puts the largest force on an atom at 3.09 eV/Å. The multiplicity is 1. The value obtained for the frontier orbital gap is 8.59 eV. Its energy relative to the best compared isomer or geometry (same formula, charge and spin) is 554.0 kJ/mol.